*w*
Formula: C4H11N3S
Source: the Open Molecules 2025 dataset
Level of theory: wB97M-V/def2-TZVPD

```
! wB97M-V def2-TZVPD RIJCOSX def2/J DEFGRID3
* xyz 0 1
H 0.49 1.83 0.69
N -0.63 2.09 0.56
C -0.92 1.05 -0.19
C -2.47 0.82 -0.49
S -3.10 -0.87 -0.03
N 0.01 0.12 -0.75
N 1.19 0.12 -0.04
C 1.08 -0.63 1.24
C 2.22 -0.43 -0.90
H -2.60 0.59 -1.64
H -3.12 1.60 -0.17
H -2.41 -0.90 1.39
H -0.42 -0.84 -0.76
H 2.07 -0.77 1.75
H 0.86 -1.72 0.95
H 0.27 -0.19 1.89
H 1.64 -1.39 -1.48
H 3.26 -0.80 -0.38
H 2.57 0.32 -1.64
*
```

## Properties
SMILES string ... [H]/N=C(/CS)NN(C)C
Gap between HOMO and LUMO ... 9.73 eV

Löwdin atomic charge list, values in e, 2 entries: 0.107 0.098

*x*
Formula: C4H11N3S
Source: the Open Molecules 2025 dataset
Level of theory: wB97M-V/def2-TZVPD

```
! wB97M-V def2-TZVPD RIJCOSX def2/J DEFGRID3
* xyz 0 1
N -1.05 1.35 -2.27
C -0.57 2.19 -1.14
C 0.44 1.47 -0.25
N -0.08 0.34 0.52
N -0.57 -0.75 -0.14
C -0.48 -1.90 0.36
C 0.15 -2.16 1.70
S 1.85 -2.70 1.59
H -1.43 0.44 -1.85
H -0.26 1.13 -2.88
H -0.16 3.17 -1.52
H -1.44 2.51 -0.52
H 1.25 1.24 -0.91
H 0.83 2.16 0.51
H 0.70 0.12 1.10
H -1.04 -2.67 -0.14
H -0.31 -3.09 2.06
H -0.16 -1.38 2.38
H 2.32 -1.47 1.40
*
```

## Properties
SMILES string ... NCCN/N=C\CS
Gap between HOMO and LUMO ... 9.47 eV

Löwdin atomic charge list, values in e, 2 entries: -0.035 -0.285

Which of them is most stable, and which least? Most stable: *x*; least stable: *w*.

*w*
Formula: CH5NOSi
Source: the Open Molecules 2025 dataset
Level of theory: wB97M-V/def2-TZVPD

```
! wB97M-V def2-TZVPD RIJCOSX def2/J DEFGRID3
* xyz 0 1
O -0.74 -1.23 1.10
Si -1.58 -1.24 -0.16
H -1.18 -0.90 -1.51
H -2.89 -1.87 -0.30
H -0.13 4.43 1.45
H -0.21 5.09 1.22
C 2.26 -1.46 -0.59
N 1.26 -1.01 -0.91
H 3.21 -1.81 -0.30
*
```

## Properties
SMILES string ... O=[SiH2].[H][H].C#N
Gap between HOMO and LUMO ... 10.17 eV

Löwdin atomic charge list, values in e, 2 entries: -0.456 0.586

*x*
Formula: CH5NOSi
Source: the Open Molecules 2025 dataset
Level of theory: wB97M-V/def2-TZVPD

```
! wB97M-V def2-TZVPD RIJCOSX def2/J DEFGRID3
* xyz 0 1
C -0.13 -1.35 -0.48
N -1.12 -1.36 -1.01
O -0.06 0.81 0.57
Si 0.40 1.25 1.95
H 0.90 -1.34 -0.06
H -0.55 -0.74 -2.92
H -0.96 -0.38 -3.48
H 1.73 1.06 2.26
H -0.22 2.05 3.15
*
```

## Properties
Gap between HOMO and LUMO ... 10.28 eV

Löwdin atomic charge list, values in e, 2 entries: -0.175 0.033

Which of them is most stable, and which least? Most stable: *w*; least stable: *x*.

*w*
Formula: CH5NOSi
Source: the Open Molecules 2025 dataset
Level of theory: wB97M-V/def2-TZVPD

```
! wB97M-V def2-TZVPD RIJCOSX def2/J DEFGRID3
* xyz 0 1
C 2.16 -0.07 -0.14
N 1.22 0.58 0.28
O 0.09 -0.43 0.42
Si -1.48 -0.12 0.08
H 3.05 0.32 -0.46
H 2.07 -1.16 -0.26
H -2.00 -1.50 0.40
H -2.14 0.91 0.91
H -1.63 -0.12 -1.43
*
```

## Properties
SMILES string ... C=NO[SiH3]
Gap between HOMO and LUMO ... 11.55 eV

Löwdin atomic charge list, values in e, 2 entries: -0.059 0.023

*x*
Formula: CH5NOSi
Source: the Open Molecules 2025 dataset
Level of theory: wB97M-V/def2-TZVPD

```
! wB97M-V def2-TZVPD RIJCOSX def2/J DEFGRID3
* xyz 0 1
C 1.72 -1.21 -0.14
N 1.77 -1.93 -1.02
O -0.34 0.13 0.18
Si -1.47 0.26 -0.81
H 1.64 -0.47 0.65
H 0.36 0.80 1.83
H 0.39 1.66 1.91
H -1.54 1.52 -1.56
H -2.53 -0.76 -1.03
*
```

## Properties
Gap between HOMO and LUMO ... 10.26 eV

Löwdin atomic charge list, values in e, 2 entries: -0.138 0.050

Which of them is most stable, and which least? Most stable: *w*; least stable: *x*.

*w*
Formula: C3H5N2
Source: the Open Molecules 2025 dataset
Level of theory: wB97M-V/def2-TZVPD

```
! wB97M-V def2-TZVPD RIJCOSX def2/J DEFGRID3
* xyz 1 1
C -0.38 1.18 0.02
N -1.41 0.40 0.00
C -1.00 -0.89 -0.01
N 0.27 -1.07 0.03
C 0.91 0.50 0.01
H -0.52 2.25 0.02
H -1.74 -1.68 -0.06
H 0.85 -1.90 0.06
H 1.46 0.59 -0.93
H 1.56 0.63 0.87
*
```

## Properties
SMILES string ... C1=NC=[NH+]C1
Gap between HOMO and LUMO ... 10.53 eV

Löwdin atomic charge list, values in e, 2 entries: -0.044 0.131

*x*
Formula: C3H5N2
Source: the Open Molecules 2025 dataset
Level of theory: wB97M-V/def2-TZVPD

```
! wB97M-V def2-TZVPD RIJCOSX def2/J DEFGRID3
* xyz 1 1
C 1.57 0.47 0.37
C 1.13 -0.29 -0.54
N 0.20 -0.84 -1.22
C -1.02 -0.56 -0.76
N -1.26 -0.02 0.41
H 2.15 0.18 1.36
H 1.69 1.43 -0.03
H -1.94 -0.92 -1.27
H -0.45 0.34 0.84
H -2.06 0.21 0.85
*
```

## Properties
SMILES string ... C=C=NC=[NH2+]
Gap between HOMO and LUMO ... 9.52 eV

Löwdin atomic charge list, values in e, 2 entries: 0.077 -0.043

Which of them is most stable, and which least? Most stable: *w*; least stable: *x*.